Record 1
{"formula": "C14H18FInNO7", "method": "ωB97M-V with the def2-TZVPD basis set", "lumo_ev": -16.844, "homo_lumo_gap_ev": 3.1, "homo_energy_ha": -0.7322, "total_charge": 3, "symbols": ["C", "C", "O", "N", "C", "C", "O", "C", "C", "C", "C", "C", "C", "O", "O", "O", "C", "O", "C", "C", "C", "O", "F", "H", "H", "H", "H", "H", "H", "H", "H", "H", "H", "H", "H", "H", "H", "H", "H", "H", "H", "In"], "xyz": [[0.401, -3.025, 0.621], [1.162, -2.031, -0.321], [1.404, -2.385, -1.409], [1.622, -0.652, 0.077], [2.395, -0.653, 1.348], [3.960, -0.422, 1.236], [1.925, -0.783, 2.418], [0.561, 0.338, 0.049], [-0.952, -0.146, -0.130], [-1.973, 1.034, 0.318], [-2.575, 0.677, 1.736], [-3.974, -0.016, 1.665], [-4.018, -1.130, 0.551], [-3.441, -2.166, 0.644], [-4.784, -0.901, -0.562], [-1.111, -0.253, -1.526], [-0.057, 0.333, -2.272], [0.147, 0.105, -3.377], [0.661, 1.302, -1.253], [2.131, 1.741, -1.574], [2.124, 2.557, -2.904], [3.081, 2.670, -3.542], [0.954, 3.108, -3.310], [0.109, -2.606, 1.608], [-0.540, -3.306, 0.080], [0.958, -3.986, 0.757], [4.497, -1.397, 1.220], [4.129, 0.122, 0.251], [4.332, 0.271, 2.030], [0.557, 0.962, 0.973], [-1.289, -0.984, 0.523], [-1.463, 2.020, 0.398], [-2.825, 1.093, -0.394], [-2.646, 1.582, 2.399], [-1.909, -0.037, 2.292], [-4.205, -0.511, 2.637], [-4.813, 0.693, 1.450], [-4.206, -1.005, -1.349], [0.030, 2.220, -1.163], [2.522, 2.407, -0.736], [2.806, 0.859, -1.724], [4.317, 2.299, 0.264]]}

***

Record 2
{"formula": "C14H18FeNO3PSSe4Te", "method": "ωB97M-V with the def2-TZVPD basis set", "lumo_ev": [2.312, 0.580], "homo_lumo_gap_ev": [6.7, 5.0], "relative_energy_kj_mol": 15.7, "s2": 8.777, "homo_energy_ha": [-0.1616, -0.1607], "spin_multiplicity": 6, "total_charge": -1, "symbols": ["Fe", "C", "C", "C", "C", "C", "C", "C", "C", "C", "S", "C", "N", "H", "H", "H", "H", "H", "H", "H", "H", "Se", "Se", "Se", "Se", "C", "C", "O", "P", "O", "Te", "O", "C", "C", "H", "H", "H", "H", "H", "H", "H", "H", "H", "H"], "xyz": [[-0.127, -0.240, 0.299], [-2.317, 2.442, 0.727], [-0.961, 2.968, 0.375], [-0.733, 4.359, 0.479], [0.506, 4.852, 0.220], [1.544, 3.976, -0.145], [2.852, 4.450, -0.384], [3.832, 3.557, -0.707], [3.541, 2.187, -0.813], [2.280, 1.676, -0.592], [2.000, -0.035, -0.729], [1.244, 2.596, -0.236], [-0.012, 2.118, 0.018], [-2.995, 3.257, 0.976], [-2.246, 1.774, 1.587], [-2.743, 1.885, -0.105], [-1.546, 5.004, 0.784], [0.716, 5.913, 0.307], [3.056, 5.511, -0.289], [4.845, 3.899, -0.883], [4.333, 1.492, -1.066], [-2.555, -0.667, 0.222], [-3.126, -2.869, 0.106], [-1.245, -4.181, 0.048], [0.447, -2.737, -0.216], [-2.285, 1.778, 6.102], [-0.865, 1.753, 5.581], [-0.897, 1.165, 4.278], [0.477, 0.807, 3.491], [-0.061, 0.232, 2.205], [1.973, 2.605, 3.455], [1.098, -0.376, 4.388], [0.399, -1.633, 4.463], [1.166, -2.686, 3.699], [-2.313, 2.219, 7.101], [-2.698, 0.769, 6.158], [-2.923, 2.371, 5.444], [-0.213, 1.168, 6.236], [-0.443, 2.756, 5.509], [-0.617, -1.525, 4.079], [0.335, -1.881, 5.525], [1.262, -2.402, 2.653], [0.643, -3.646, 3.750], [2.167, -2.809, 4.118]]}

***

Record 3
{"formula": "C14H18N2O2Ti", "method": "ωB97M-V with the def2-TZVPD basis set", "lumo_ev": [0.426, 0.390], "homo_lumo_gap_ev": [5.2, 8.7], "relative_energy_kj_mol": 5.4, "s2": 2.019, "homo_energy_ha": [-0.1749, -0.3068], "spin_multiplicity": 3, "total_charge": 0, "symbols": ["C", "C", "H", "H", "H", "H", "H", "H", "C", "C", "C", "C", "H", "H", "H", "H", "N", "C", "C", "N", "C", "C", "C", "H", "H", "C", "H", "H", "Ti", "C", "H", "H", "H", "O", "C", "O", "H"], "xyz": [[1.313, -2.179, 1.504], [1.068, -3.343, 0.525], [1.739, -1.217, 1.080], [2.156, -2.473, 2.125], [0.483, -2.022, 2.211], [1.808, -3.405, -0.286], [1.209, -4.255, 1.129], [0.052, -3.434, 0.119], [1.195, 1.665, 1.438], [1.413, 3.034, 1.578], [1.063, 3.910, 0.546], [0.468, 3.369, -0.593], [1.481, 0.933, 2.202], [1.870, 3.397, 2.503], [1.249, 4.978, 0.636], [0.172, 4.012, -1.413], [0.615, 1.147, 0.326], [0.220, 1.989, -0.679], [-0.530, 1.383, -1.779], [-0.814, 0.051, -1.654], [-1.575, -0.563, -2.584], [-1.762, 1.478, -3.851], [-2.071, 0.123, -3.690], [-1.788, -1.622, -2.442], [-2.676, -0.423, -4.406], [-0.985, 2.108, -2.890], [-0.722, 3.162, -2.963], [-2.114, 2.016, -4.721], [0.208, -0.974, 0.040], [1.821, -1.179, -1.336], [2.058, -0.201, -1.785], [1.463, -1.839, -2.141], [2.734, -1.609, -0.913], [-1.258, -0.563, 1.457], [-2.018, -1.384, 0.851], [-1.498, -2.047, -0.117], [-3.065, -1.558, 1.136]]}

***

Record 4
{"formula": "C14H18N2O4", "method": "ωB97M-V with the def2-TZVPD basis set", "lumo_ev": 0.175, "homo_lumo_gap_ev": 8.9, "relative_energy_kj_mol": 655.3, "homo_energy_ha": -0.3207, "total_charge": 0, "symbols": ["C", "C", "C", "C", "C", "C", "C", "C", "C", "C", "C", "C", "C", "C", "H", "H", "H", "H", "H", "H", "H", "H", "H", "H", "H", "H", "H", "H", "H", "H", "H", "H", "N", "N", "O", "O", "O", "O"], "xyz": [[-1.040, 2.069, 0.527], [-2.479, 1.473, 0.278], [-0.411, 1.206, 1.735], [-0.379, 2.303, 2.929], [-1.475, 3.240, 2.436], [-1.137, -0.245, -0.974], [-1.404, -0.527, -2.475], [-0.640, -1.458, -0.190], [0.731, -1.833, -0.540], [0.945, -3.009, -1.230], [1.775, -1.010, -0.354], [2.234, -3.434, -1.525], [3.086, -1.302, -0.792], [3.369, -2.574, -1.140], [-1.601, 4.283, 0.421], [-0.351, 1.932, -0.460], [-1.076, 0.356, 2.076], [0.628, 0.743, 1.336], [-0.671, 1.919, 3.911], [0.449, 2.896, 2.918], [-2.565, 2.656, 2.645], [-1.636, 4.208, 3.050], [-3.120, 0.328, -1.197], [-0.464, 0.535, -1.163], [-1.363, -2.185, -0.232], [-0.627, -1.012, 0.870], [0.163, -3.770, -1.515], [1.682, -0.245, 0.398], [2.382, -4.388, -1.918], [3.939, -0.673, -0.687], [5.413, -2.617, -0.316], [0.522, -1.032, -2.561], [-0.980, 3.373, 1.066], [-2.317, 0.399, -0.504], [-3.497, 2.078, 0.429], [-2.519, -0.293, -3.056], [4.694, -3.179, -1.046], [-0.263, -1.212, -3.150]]}

***

Record 5
{"formula": "C14H18N2O5", "method": "ωB97M-V with the def2-TZVPD basis set", "lumo_ev": 0.614, "homo_lumo_gap_ev": 9.4, "relative_energy_kj_mol": 347.2, "homo_energy_ha": -0.3245, "total_charge": 0, "symbols": ["N", "C", "C", "C", "C", "C", "C", "C", "C", "C", "O", "N", "C", "C", "C", "C", "O", "O", "C", "O", "O", "H", "H", "H", "H", "H", "H", "H", "H", "H", "H", "H", "H", "H", "H", "H", "H", "H", "H"], "xyz": [[-0.049, -1.643, 1.964], [-0.111, -2.098, 0.608], [-1.611, -2.397, 0.064], [-2.393, -1.128, -0.182], [-3.239, -0.615, 0.892], [-3.972, 0.586, 0.582], [-4.073, 1.237, -0.716], [-3.129, 0.799, -1.602], [-2.456, -0.439, -1.417], [0.679, -1.456, -0.443], [0.437, -1.665, -1.575], [1.603, -0.512, 0.061], [2.474, 0.279, -0.852], [2.086, 1.746, -0.796], [1.358, 2.171, 0.512], [-0.086, 1.980, 0.682], [-0.815, 2.434, -0.132], [-0.630, 1.236, 1.695], [3.814, 0.062, -0.152], [4.303, 0.862, 0.601], [4.186, -1.314, -0.533], [-0.401, -2.444, 2.512], [-0.539, -0.817, 2.106], [0.099, -3.175, 0.603], [-2.062, -3.171, 0.610], [-1.426, -2.837, -0.935], [-3.234, -1.208, 1.801], [-4.750, 0.601, 1.277], [-4.762, 1.972, -0.923], [-3.027, 1.378, -2.537], [-1.929, -0.925, -2.302], [1.659, -0.378, 1.097], [2.531, -0.083, -1.892], [3.044, 2.274, -0.770], [1.243, 2.170, -1.436], [1.999, 1.945, 1.362], [1.334, 3.323, 0.374], [-1.612, 1.060, 1.490], [5.079, -1.389, -0.146]]}

***

Record 6
{"formula": "C14H18N2O7RuS3", "method": "ωB97M-V with the def2-TZVPD basis set", "lumo_ev": [-8.470, -10.329], "homo_lumo_gap_ev": [7.3, 5.4], "s2": 6.026, "homo_energy_ha": [-0.5782, -0.5774], "spin_multiplicity": 5, "total_charge": 2, "symbols": ["Ru", "C", "C", "S", "C", "C", "S", "C", "C", "S", "H", "H", "H", "H", "H", "H", "H", "H", "H", "H", "H", "H", "O", "C", "O", "C", "C", "C", "C", "C", "C", "N", "O", "O", "N", "O", "O", "H", "H", "H", "C", "O", "H", "H", "H"], "xyz": [[0.070, -0.312, 0.658], [2.773, 1.481, 2.098], [3.447, 0.482, 1.168], [2.418, -0.813, 0.369], [2.609, -2.344, 1.326], [1.969, -2.323, 2.689], [0.223, -1.802, 2.561], [-0.053, -0.620, 3.924], [0.529, 0.777, 3.751], [2.341, 0.889, 3.754], [1.915, 1.963, 1.634], [3.507, 2.274, 2.263], [4.243, -0.070, 1.670], [3.893, 1.000, 0.318], [3.676, -2.562, 1.398], [2.175, -3.105, 0.674], [2.467, -1.642, 3.374], [1.959, -3.328, 3.114], [0.320, -1.116, 4.821], [-1.141, -0.578, 4.007], [0.173, 1.364, 4.600], [0.131, 1.279, 2.861], [-3.938, 0.071, 0.493], [-2.897, -0.191, 0.016], [-1.771, -0.411, 0.867], [-2.513, -0.242, -1.426], [-3.295, 0.447, -2.345], [-2.864, 0.508, -3.658], [-1.690, -0.072, -4.102], [-0.943, -0.752, -3.161], [-1.347, -0.877, -1.850], [0.352, -1.369, -3.528], [0.618, -1.454, -4.692], [1.066, -1.715, -2.596], [-3.691, 1.271, -4.640], [-4.677, 1.810, -4.201], [-3.286, 1.292, -5.775], [-4.212, 0.941, -2.050], [-1.382, 0.006, -5.136], [-0.782, -1.556, -1.213], [-0.522, 2.336, -0.840], [0.235, 1.303, -0.202], [0.006, 3.274, -0.689], [-1.521, 2.377, -0.402], [-0.592, 2.108, -1.904]]}